Here is a cluster of 2 separate species, C2H2ClO2S in total in a non-equilibrium geometry from OMol25. Energies are from ωB97M-V with the def2-TZVPD basis set.

CARTESIAN COORDINATES (ANGSTROEM)
C: -0.050 1.649 0.284
C: 0.462 0.472 0.657
O: 0.683 -2.675 -1.064
O: -1.750 -2.298 -1.154
S: -0.504 -2.280 -0.324
Cl: 2.015 0.807 1.582
H: 0.223 2.792 0.314
H: -1.080 1.534 -0.296

Output
charge = -1
electronic energy = -1086.223623 hartree
2S+1 = 1
LUMO level (spin up / spin down) = 3.0 / 3.0 eV
relative energy (zero: lowest compared OMol25 entry of this formula, charge and spin) = 62.8 kcal/mol
HOMO level (spin up / spin down) = -3.77 / -3.77 eV

Here is a structure of composition C16H21BCl4FeN4O2S from OMol25. Energies are from ωB97M-V with the def2-TZVPD basis set.

CARTESIAN COORDINATES (ANGSTROEM)
Fe: -0.052 0.202 0.528
C: 1.113 2.997 0.577
C: -0.282 2.971 1.162
N: -0.538 1.661 1.804
C: -0.013 1.472 3.182
C: 1.501 1.332 3.302
S: 2.229 0.096 2.164
C: 3.385 1.077 1.185
C: 2.813 1.379 -0.193
N: 1.383 1.728 -0.125
H: 1.857 3.130 1.356
H: 1.219 3.846 -0.101
H: -1.023 3.076 0.368
H: -0.435 3.788 1.871
H: -1.548 1.560 1.882
H: -0.490 0.569 3.561
H: -0.351 2.304 3.806
H: 1.728 1.010 4.317
H: 2.013 2.281 3.160
H: 4.297 0.492 1.086
H: 3.652 1.976 1.739
H: 2.896 0.498 -0.830
H: 3.390 2.183 -0.660
H: 1.027 1.801 -1.072
B: -4.533 -0.962 0.854
C: -3.022 -0.579 0.740
N: -1.905 -0.285 0.664
H: -4.601 -1.766 1.755
H: -4.838 -1.408 -0.226
H: -5.107 0.074 1.100
Cl: 1.160 -4.183 3.915
C: -0.135 -3.969 2.733
Cl: 0.134 -4.982 1.313
Cl: -1.711 -4.281 3.448
C: -0.108 -2.571 2.285
N: -0.124 -1.480 1.945
Cl: -0.682 -2.348 -7.278
C: -0.524 -1.802 -5.652
C: 0.271 -2.525 -4.769
C: 0.396 -2.087 -3.466
C: -0.265 -0.930 -3.058
C: -1.065 -0.217 -3.950
C: -1.197 -0.654 -5.253
C: -0.134 -0.473 -1.683
O: 0.472 -1.131 -0.774
O: -0.620 0.639 -1.269
H: 0.775 -3.418 -5.110
H: 1.003 -2.636 -2.759
H: -1.591 0.667 -3.615
H: -1.818 -0.123 -5.960

Output
charge = +1
electronic energy = -4519.058314 hartree
2S+1 = 2
LUMO level (spin up / spin down) = -4.3 / -4.1 eV
relative energy (zero: lowest compared OMol25 entry of this formula, charge and spin) = 15.3 kcal/mol
HOMO level (spin up / spin down) = -11.90 / -11.89 eV

Here is a structure of composition C3H2ClNO in a non-equilibrium geometry from OMol25. Energies are from ωB97M-V with the def2-TZVPD basis set.

CARTESIAN COORDINATES (ANGSTROEM)
C: 0.427 -0.933 0.012
C: 0.986 0.447 0.055
C: -0.802 -0.435 -0.037
N: -0.173 1.024 -0.021
O: -0.839 2.036 0.021
Cl: -2.345 -1.089 0.017
H: 0.844 -1.974 0.110
H: 1.901 0.924 -0.158

Output
electronic energy = -705.506868 hartree
2S+1 = 1
LUMO level (spin up / spin down) = -0.3 / -0.3 eV
relative energy (zero: lowest compared OMol25 entry of this formula, charge and spin) = 111.2 kcal/mol
HOMO level (spin up / spin down) = -8.24 / -8.23 eV

Here is a structure of composition C27H33N4RuSTe from OMol25. Energies are from ωB97M-V with the def2-TZVPD basis set.

CARTESIAN COORDINATES (ANGSTROEM)
Ru: 0.904 0.779 0.036
C: -1.543 1.071 -5.341
C: -2.559 1.150 -4.209
N: -2.037 1.842 -3.022
C: -1.205 1.286 -2.143
S: -0.724 2.276 -0.787
N: -0.818 0.046 -2.304
N: -0.008 -0.420 -1.311
C: 0.260 -1.691 -1.331
C: -0.228 -2.615 -2.396
C: 0.978 -2.187 -0.162
C: 1.201 -3.538 0.086
C: 1.753 -3.916 1.296
C: 2.063 -2.940 2.238
C: 1.843 -1.619 1.914
N: 1.331 -1.246 0.732
H: -1.985 0.576 -6.205
H: -0.669 0.502 -5.030
H: -1.225 2.068 -5.649
H: -2.868 0.152 -3.899
H: -3.446 1.696 -4.521
H: -2.300 2.801 -2.867
H: -0.565 -2.050 -3.257
H: -1.067 -3.213 -2.030
H: 0.565 -3.299 -2.701
H: 0.927 -4.280 -0.651
H: 1.927 -4.962 1.510
H: 2.474 -3.197 3.204
H: 2.089 -0.824 2.606
C: 2.265 1.886 -2.942
C: 2.526 1.752 -1.474
C: 3.167 0.624 -0.925
C: 3.608 0.584 0.431
C: 4.539 -0.500 0.879
C: 3.150 1.567 1.296
C: 2.440 2.705 0.801
C: 2.034 3.828 1.709
C: 2.209 2.795 -0.578
H: 3.050 2.487 -3.403
H: 1.313 2.387 -3.122
H: 2.254 0.913 -3.431
H: 3.435 -0.193 -1.587
H: 4.310 -1.453 0.401
H: 4.535 -0.627 1.960
H: 5.557 -0.231 0.586
H: 3.390 1.536 2.353
H: 1.133 4.321 1.348
H: 2.829 4.576 1.744
H: 1.868 3.479 2.727
H: 1.720 3.676 -0.973
C: -2.739 1.036 1.571
Te: -0.678 0.830 2.066
C: -1.222 -1.124 2.730
C: -2.697 -0.999 3.011
C: -3.341 -1.969 3.782
C: -4.702 -1.887 4.002
C: -5.431 -0.841 3.451
C: -4.795 0.115 2.684
C: -3.419 0.036 2.464
H: -2.926 0.841 0.515
H: -2.984 2.073 1.794
H: -0.635 -1.311 3.629
H: -1.009 -1.901 1.993
H: -2.769 -2.782 4.213
H: -5.195 -2.636 4.607
H: -6.496 -0.772 3.624
H: -5.362 0.931 2.253

Output
charge = +2
electronic energy = -2028.290364 hartree
2S+1 = 2
LUMO level (spin up / spin down) = -6.4 / -6.8 eV
relative energy (zero: lowest compared OMol25 entry of this formula, charge and spin) = 0.0 kcal/mol
HOMO level (spin up / spin down) = -13.92 / -13.86 eV

Here is the molecule C3H8N2 in a non-equilibrium geometry from OMol25. Energies are from ωB97M-V with the def2-TZVPD basis set.

CARTESIAN COORDINATES (ANGSTROEM)
C: -0.155 1.639 -1.128
N: -0.439 1.174 0.039
N: -0.344 -0.159 0.239
C: 0.359 -0.934 -0.727
C: -0.316 -0.443 1.688
H: 0.037 0.856 -1.943
H: -0.120 2.731 -1.286
H: 0.912 -1.839 -0.301
H: 1.249 -0.316 -1.137
H: -0.292 -1.211 -1.535
H: -1.317 -0.158 2.162
H: -0.163 -1.504 1.816
H: 0.588 0.165 2.112

Output
electronic energy = -228.530158 hartree
2S+1 = 1
LUMO level = 1.1 eV
relative energy (zero: lowest compared OMol25 entry of this formula, charge and spin) = 74.4 kcal/mol
HOMO level = -8.27 eV

Here is the molecule C3H7O2PS in a non-equilibrium geometry from OMol25. Energies are from ωB97M-V with the def2-TZVPD basis set.

CARTESIAN COORDINATES (ANGSTROEM)
C: 0.913 0.848 0.692
C: 1.402 -0.466 0.105
C: 0.346 -1.002 -0.820
P: -1.383 -1.533 0.213
S: -2.360 0.251 -0.165
O: -3.553 0.437 0.619
O: -1.927 1.323 -1.038
H: -0.004 0.766 1.435
H: 1.766 1.313 1.386
H: 0.511 1.543 -0.040
H: 2.310 -0.195 -0.483
H: 1.430 -1.216 0.990
H: 0.055 -0.187 -1.458
H: 0.494 -1.882 -1.435

Output
electronic energy = -1008.427747 hartree
2S+1 = 1
LUMO level (spin up / spin down) = -0.8 / -0.8 eV
relative energy (zero: lowest compared OMol25 entry of this formula, charge and spin) = 84.7 kcal/mol
HOMO level (spin up / spin down) = -9.15 / -9.15 eV